# 1
Entry from OMol25: a cluster of 2 separate species, C5H16N3 in total at a distorted geometry (wB97M-V/def2-TZVPD).

## Properties
**Net charge**: +2
**2S+1**: 2
**E**: -363.541046 hartree
**LUMO energy (alpha / beta)**: -9.24 / -13.58 eV
**Expectation value of S²**: 0.758
**Frontier orbital gap (alpha / beta)**: 0.2931 / 0.1281 Eh

Each line ends with the Löwdin spin population.
Element x y z (Å)
C 1.77 2.95 1.72  0.01
C 2.00 1.45 2.31  0.02
H 2.76 3.47 1.74  0.00
H 1.47 2.74 0.66  0.00
H 1.15 3.63 2.32  0.00
H 2.05 1.27 3.33  0.00
H 2.90 1.11 1.94  0.00
H 1.01 0.98 1.90  0.01
C 0.62 -1.77 -1.06  0.07
C 1.71 -1.51 -0.13  0.04
C -1.73 -0.40 -0.83  0.03
N -0.29 -0.50 -0.94  0.64
N -2.45 -1.30 -0.08  0.01
N -2.20 0.73 -1.41  0.10
H 0.86 -1.74 -2.20  0.05
H 0.10 -2.79 -0.95  0.01
H 2.27 -2.46 -0.18  0.01
H 1.51 -1.51 1.01  0.00
H 0.27 0.33 -0.87  0.01
H -2.30 -2.22 0.06  0.00
H -3.45 -1.41 -0.34  0.00
H -1.49 1.46 -1.60  0.00
H -3.11 0.89 -1.42  0.00
H 2.42 -0.57 -0.35  0.00

***

# 2
Entry from OMol25: a cluster of 9 separate species, C52H69F8N4O28S3 in total at a distorted geometry (wB97M-V/def2-TZVPD).

## Properties
**Net charge**: +1
**E**: -6341.091158 hartree
**LUMO energy**: -4.36 eV
**Frontier orbital gap**: 0.2208 Eh

Each line ends with the Mulliken charge.
Element x y z (Å)
C 11.33 -2.65 -0.11  -0.95
C 10.00 -2.05 -0.87  0.60
C 9.09 -3.12 -1.73  -0.69
C 7.73 -2.55 -2.45  -0.24
C 7.21 -0.97 -2.38  0.07
C 5.79 -0.65 -3.14  0.47
C 4.54 -0.25 -2.17  2.13
C 3.78 -1.39 -1.27  0.27
C 4.77 -2.54 -0.62  -0.19
C 4.12 -3.24 0.75  -0.30
S 5.61 -3.58 1.89  -0.24
C 4.89 0.89 -1.00  -1.11
O 5.56 0.61 0.28  -0.35
N 4.50 2.20 -1.22  0.81
C 4.62 3.45 -0.37  -0.44
O 3.25 4.04 -0.25  -0.15
N 2.67 3.61 0.91  0.29
O 1.91 4.50 1.29  -0.41
C 3.84 2.21 -2.59  -1.27
C 3.33 0.65 -2.88  0.69
C 3.20 0.66 -4.51  -1.15
C 2.15 -0.43 -5.13  -0.85
C 2.49 -2.00 -4.80  1.15
C 1.12 -2.71 -4.22  -0.32
N 1.43 -3.77 -3.16  -0.67
C 1.81 0.52 -2.28  -0.98
C 0.75 1.65 -2.82  -0.55
C -0.74 1.22 -2.18  -0.53
S -2.18 1.63 -3.31  -0.19
C -3.59 0.53 -2.64  -0.15
S -5.18 1.17 -2.88  -0.03
N -3.32 -0.79 -1.93  0.32
C -3.57 -0.70 -0.44  -0.21
C -3.30 -2.19 0.25  0.09
O -4.23 -3.22 -0.23  -0.40
C -5.03 -2.76 -1.39  -0.25
C -4.12 -1.93 -2.51  -0.57
C 8.15 0.10 -1.57  -0.19
C 9.52 -0.46 -0.83  -0.70
H 10.92 -3.45 0.67  0.27
H 11.81 -1.77 0.49  0.29
H 12.07 -3.23 -0.82  0.29
H 9.35 -4.27 -1.83  0.26
H 7.07 -3.33 -3.05  0.25
H 5.99 0.30 -3.84  0.56
H 5.51 -1.52 -3.90  -0.81
H 2.99 -1.98 -1.94  -0.90
H 3.26 -0.85 -0.34  0.46
H 5.12 -3.35 -1.40  0.12
H 5.73 -1.96 -0.23  0.02
H 3.55 -4.24 0.51  0.41
H 3.45 -2.41 1.26  0.13
H 6.61 -2.61 1.68  0.15
H 5.09 1.09 1.05  0.35
H 4.97 3.25 0.73  0.29
H 5.28 4.29 -0.86  0.31
H 3.14 3.10 -2.90  0.37
H 4.78 2.31 -3.32  0.40
H 4.21 0.55 -5.09  0.34
H 2.77 1.74 -4.80  0.42
H 2.22 -0.31 -6.32  0.41
H 1.01 -0.22 -4.87  0.22
H 2.71 -2.54 -5.84  0.20
H 3.43 -2.14 -4.12  -0.87
H 0.35 -1.96 -3.75  0.01
H 0.56 -3.22 -5.14  0.30
H 2.46 -3.88 -3.05  0.30
H 1.01 -3.37 -2.27  0.32
H 1.37 -0.55 -2.44  0.11
H 1.90 0.67 -1.11  0.28
H 1.01 2.68 -2.27  0.09
H 0.69 1.78 -3.98  0.50
H -0.70 0.03 -2.11  0.17
H -0.86 1.59 -1.08  0.41
H -4.65 -0.27 -0.18  0.24
H -2.79 0.08 0.00  0.06
H -2.20 -2.54 -0.05  0.16
H -3.34 -2.15 1.43  -0.19
H -5.53 -3.74 -1.85  0.30
H -5.92 -2.13 -0.95  0.17
H -4.77 -1.64 -3.46  0.38
H -3.33 -2.73 -2.91  0.17
H 7.78 1.22 -1.51  0.24
H 10.18 0.31 -0.20  0.21
C -1.09 6.23 1.14  0.06
C -1.91 6.58 -0.06  0.29
O -2.63 7.72 0.36  -0.29
C -1.82 8.33 1.27  0.63
O -1.96 9.48 1.65  -0.53
O -0.83 7.50 1.71  -0.31
F -2.80 5.60 -0.33  -0.23
H -1.64 5.61 1.86  0.22
H -0.16 5.72 0.87  -0.03
H -1.32 6.81 -0.95  0.22
C -6.51 1.05 3.59  -0.16
C -6.27 0.06 2.51  0.97
O -5.08 0.52 1.91  -0.04
C -4.40 1.14 2.90  0.63
O -3.21 1.43 2.85  -0.65
O -5.20 1.41 3.98  -0.30
F -7.26 0.11 1.59  -0.33
H -7.04 1.95 3.25  -0.07
H -7.06 0.62 4.44  0.37
H -6.14 -0.97 2.86  -0.22
C -1.84 -1.37 5.40  -0.17
C -2.40 -2.45 6.25  0.33
O -3.79 -2.32 6.08  -0.34
C -3.95 -1.79 4.83  0.50
O -5.00 -1.79 4.22  -0.51
O -2.78 -1.29 4.34  -0.20
F -2.11 -2.24 7.55  -0.32
H -1.79 -0.40 5.92  0.20
H -0.84 -1.61 5.02  0.04
H -2.09 -3.46 5.95  0.40
C -5.13 4.78 4.49  -0.21
C -5.95 5.13 3.30  0.27
O -6.67 6.28 3.71  -0.31
C -5.86 6.89 4.62  0.53
O -6.01 8.04 5.00  -0.52
O -4.87 6.05 5.06  -0.34
F -6.84 4.15 3.02  -0.27
H -5.68 4.17 5.21  0.25
H -4.20 4.28 4.22  0.23
H -5.37 5.37 2.40  0.31
C 5.17 -2.45 -8.59  -0.47
C 6.57 -2.87 -8.31  0.27
O 6.64 -2.90 -6.91  -0.24
C 5.37 -3.18 -6.50  0.68
O 5.09 -3.56 -5.37  -0.51
O 4.46 -3.01 -7.50  -0.28
F 7.45 -1.95 -8.77  -0.29
H 5.04 -1.36 -8.58  0.28
H 4.79 -2.83 -9.54  0.26
H 6.83 -3.86 -8.71  0.32
C -10.32 4.53 0.28  -0.40
C -9.19 3.60 0.58  0.66
O -8.78 3.16 -0.69  -0.27
C -9.07 4.18 -1.54  0.59
O -8.62 4.28 -2.67  -0.54
O -9.93 5.08 -0.97  -0.31
F -9.63 2.54 1.29  -0.30
H -11.27 4.02 0.17  0.27
H -10.42 5.32 1.03  0.30
H -8.35 4.07 1.10  0.00
C 2.29 -0.52 5.73  -0.49
C 3.48 -1.07 5.03  0.50
O 3.28 -2.47 5.09  -0.30
C 1.93 -2.63 5.12  0.61
O 1.37 -3.69 4.90  -0.52
O 1.28 -1.47 5.42  -0.27
F 4.62 -0.77 5.70  -0.30
H 2.42 -0.48 6.82  0.28
H 2.02 0.47 5.37  0.32
H 3.57 -0.76 3.98  0.11
C -6.41 -4.69 4.76  -0.07
C -5.22 -5.24 4.06  0.34
O -5.42 -6.64 4.12  -0.34
C -6.77 -6.81 4.15  0.55
O -7.33 -7.86 3.93  -0.52
O -7.42 -5.64 4.45  -0.33
F -4.08 -4.94 4.74  -0.29
H -6.28 -4.65 5.85  0.24
H -6.68 -3.70 4.40  0.06
H -5.13 -4.93 3.02  0.34

***

# 3
Entry from OMol25: a structure of composition C20H34N4O2PdTe (wB97M-V/def2-TZVPD).

## Properties
**Net charge**: -2
**E**: -1547.872810 hartree
**LUMO energy**: 4.63 eV
**Frontier orbital gap**: 0.1530 Eh

Each line ends with the Mulliken charge.
Element x y z (Å)
Pd 0.97 -0.55 -2.47  -0.75
N 4.52 -3.49 -1.73  -0.55
C 3.17 -3.84 -1.84  0.42
O 2.84 -4.75 -2.59  -0.66
C 2.25 -3.06 -0.94  -0.29
C 2.34 -1.50 -1.17  -0.47
H 5.04 -3.73 -2.56  0.24
H 4.63 -2.52 -1.47  0.34
H 2.56 -3.31 0.09  0.30
H 1.24 -3.43 -1.08  0.15
H 3.36 -1.25 -1.51  0.26
H 2.27 -1.03 -0.17  -0.08
C -0.86 0.97 1.83  -0.63
C -0.14 0.41 0.63  0.50
N -0.66 -0.90 0.30  0.51
C -0.99 -1.84 1.22  0.26
N -1.12 -3.07 0.88  -0.67
C -1.53 -4.06 1.84  -0.77
C -2.16 -3.50 3.11  -0.68
C -1.32 -2.33 3.57  -0.68
N -1.26 -1.34 2.52  0.18
C -0.75 -0.05 2.94  -0.75
H -1.92 1.13 1.58  0.24
H -0.42 1.92 2.13  0.34
H 0.94 0.36 0.84  -0.52
H -0.24 1.03 -0.26  -0.55
H -0.40 -1.18 -0.66  0.29
H -0.66 -4.68 2.12  0.32
H -2.23 -4.75 1.35  0.35
H -2.23 -4.27 3.88  0.38
H -3.17 -3.14 2.89  0.28
H -0.31 -2.69 3.85  0.32
H -1.75 -1.86 4.46  0.36
H 0.31 -0.13 3.26  0.30
H -1.33 0.26 3.82  0.42
C -0.14 3.77 -1.12  -0.95
C 1.22 3.12 -1.22  0.08
O 1.81 3.06 0.08  -0.36
C 2.92 2.19 0.08  0.26
C 3.43 2.04 1.50  -1.20
H -0.59 3.84 -2.11  0.23
H -0.06 4.77 -0.69  0.42
H -0.82 3.18 -0.50  0.10
H 1.87 3.71 -1.88  0.43
H 1.17 2.11 -1.64  -0.05
H 3.72 2.60 -0.57  0.45
H 2.64 1.22 -0.35  -0.13
H 3.72 3.01 1.91  0.38
H 4.29 1.37 1.52  0.37
H 2.65 1.62 2.13  0.11
Te -0.57 0.78 -4.12  -0.32
C -2.22 1.55 -3.03  -0.39
C -2.65 0.95 -1.83  -0.28
C -3.70 1.47 -1.10  -0.47
C -4.37 2.61 -1.53  -0.50
C -3.97 3.21 -2.72  -0.44
C -2.92 2.68 -3.45  -0.33
H -2.14 0.06 -1.48  0.45
H -4.00 0.98 -0.18  0.41
H -5.19 3.02 -0.95  0.36
H -4.48 4.10 -3.07  0.33
H -2.61 3.17 -4.37  0.33

***

# 4
Entry from OMol25: an isolated molecule of C2H3N3O2 at a distorted geometry (wB97M-V/def2-TZVPD).

## Properties
**Net charge**: 0
**SMILES string**: Nc1noc(=O)[nH]1
**E**: -392.732784 hartree
**LUMO energy**: 0.44 eV
**Frontier orbital gap**: 0.3737 Eh

Each line ends with the Mulliken charge.
Element x y z (Å)
N -1.70 0.28 0.08  -0.52
C -0.43 -0.26 0.09  0.40
N -0.01 -1.45 0.38  -0.39
O 1.40 -1.30 0.31  -0.14
C 1.76 -0.02 -0.03  0.55
O 2.90 0.37 -0.16  -0.54
N 0.53 0.64 -0.19  -0.16
H -2.15 0.42 -0.81  0.24
H -2.35 -0.22 0.65  0.26
H 0.02 1.53 -0.32  0.30

***

# 5
Entry from OMol25: a cluster of 6 separate species, C30H75N6O13 in total at a distorted geometry (wB97M-V/def2-TZVPD).

## Properties
**Net charge**: -1
**E**: -2494.255517 hartree
**LUMO energy**: 2.32 eV
**Frontier orbital gap**: 0.2316 Eh

Each line ends with the Mulliken charge.
Element x y z (Å)
N -0.13 0.08 -0.52  0.96
O 0.12 -0.64 0.44  -0.64
O -0.05 1.30 -0.45  -0.66
O -0.51 -0.52 -1.51  -0.66
C 2.23 -5.04 -1.72  -0.80
O 1.77 -4.75 -3.06  -0.27
C 2.74 -4.34 -3.93  -0.66
C 2.02 -3.67 -5.12  -0.62
N 1.01 -4.60 -5.58  -0.06
C 0.64 -4.50 -7.00  -0.79
C -0.46 -5.51 -7.45  -0.57
O -1.63 -5.05 -6.74  -0.25
C -2.75 -5.86 -6.83  -0.76
H 1.33 -5.20 -1.12  0.25
H 2.72 -4.17 -1.29  0.33
H 3.00 -5.80 -1.71  0.31
H 3.28 -5.19 -4.35  0.32
H 3.45 -3.65 -3.47  0.44
H 2.84 -3.43 -5.79  0.30
H 1.58 -2.70 -4.87  0.35
H 1.26 -5.58 -5.48  0.14
H 1.55 -4.73 -7.55  0.46
H 0.24 -3.51 -7.19  0.32
H -0.26 -6.56 -7.27  0.39
H -0.64 -5.42 -8.52  0.35
H -2.52 -6.89 -6.53  0.30
H -3.18 -5.73 -7.82  0.29
H -3.48 -5.39 -6.17  0.24
C 2.08 5.01 0.98  -0.66
O 2.99 4.25 1.72  -0.29
C 4.36 4.46 1.37  -0.72
C 4.77 4.12 -0.10  -0.59
N 4.44 2.75 -0.51  -0.34
C 4.76 2.56 -1.95  -0.70
C 6.21 2.13 -2.23  -0.32
O 6.35 2.25 -3.63  -0.29
C 7.60 1.80 -4.06  -0.76
H 2.31 6.06 1.17  0.34
H 1.09 4.89 1.44  0.23
H 2.01 4.85 -0.09  0.22
H 4.90 3.76 2.01  0.31
H 4.77 5.39 1.77  0.40
H 5.81 4.38 -0.30  0.39
H 4.20 4.78 -0.75  0.37
H 3.46 2.52 -0.44  0.31
H 4.52 3.44 -2.55  0.28
H 4.07 1.84 -2.40  0.43
H 6.45 1.12 -1.91  0.32
H 6.89 2.79 -1.69  0.23
H 7.69 0.73 -3.90  0.31
H 8.43 2.36 -3.62  0.29
H 7.65 1.91 -5.14  0.26
C 3.91 -1.75 4.32  -0.75
O 3.49 -2.41 5.50  -0.36
C 2.65 -3.53 5.32  -0.39
C 1.91 -3.95 6.61  -0.55
N 0.63 -4.73 6.32  -0.38
C 0.84 -6.02 5.65  -1.10
C 1.70 -7.07 6.30  -0.23
O 1.26 -7.39 7.64  -0.33
C 2.01 -8.58 8.08  -0.73
H 3.08 -1.34 3.74  0.37
H 4.64 -2.29 3.72  0.27
H 4.42 -0.88 4.72  0.25
H 3.12 -4.39 4.84  0.27
H 1.90 -3.11 4.65  0.31
H 1.70 -3.04 7.18  0.42
H 2.61 -4.50 7.24  0.26
H 0.24 -5.02 7.20  0.31
H 1.07 -5.74 4.62  0.41
H -0.13 -6.47 5.45  0.40
H 2.67 -6.60 6.47  0.25
H 1.75 -7.97 5.69  0.44
H 3.08 -8.40 8.05  0.30
H 1.64 -9.43 7.50  0.31
H 1.58 -8.60 9.08  0.25
C -0.75 4.56 -4.38  -0.64
O -1.76 4.71 -5.36  -0.37
C -2.88 3.79 -5.34  -0.63
C -3.82 3.98 -4.16  -0.57
N -5.12 4.46 -4.62  -0.34
C -5.10 5.84 -5.11  -0.65
C -6.59 6.35 -5.42  -0.63
O -7.44 6.39 -4.26  -0.31
C -8.77 6.79 -4.61  -0.71
H 0.15 5.14 -4.60  0.23
H -0.52 3.49 -4.37  0.33
H -1.16 4.75 -3.39  0.26
H -2.45 2.80 -5.20  0.37
H -3.40 3.91 -6.29  0.36
H -3.45 4.49 -3.27  0.44
H -3.99 2.94 -3.86  0.32
H -5.83 4.39 -3.91  0.25
H -4.54 5.96 -6.03  0.35
H -4.56 6.51 -4.44  0.36
H -7.04 5.68 -6.15  0.34
H -6.58 7.36 -5.81  0.40
H -8.82 7.82 -4.97  0.27
H -9.43 6.67 -3.76  0.25
H -9.12 6.09 -5.37  0.31
C -5.55 1.16 2.25  -0.79
O -4.57 1.24 3.25  -0.26
C -3.95 2.56 3.30  -0.53
C -3.06 2.62 4.56  -0.79
N -1.90 1.72 4.43  -0.19
C -1.08 1.82 5.61  -0.93
C -1.71 1.41 6.96  -0.42
O -2.06 0.06 6.90  -0.28
C -2.69 -0.45 8.09  -0.77
H -6.51 1.53 2.61  0.29
H -5.70 0.09 2.07  0.25
H -5.35 1.67 1.30  0.30
H -4.73 3.28 3.58  0.33
H -3.35 2.81 2.44  0.39
H -3.66 2.50 5.46  0.33
H -2.73 3.65 4.71  0.42
H -1.43 1.94 3.57  0.23
H -0.65 2.83 5.63  0.45
H -0.22 1.16 5.48  0.40
H -2.57 2.02 7.21  0.33
H -0.92 1.53 7.71  0.41
H -2.00 -0.28 8.91  0.33
H -2.70 -1.54 7.95  0.25
H -3.70 -0.08 8.23  0.27

***

# 6
Entry from OMol25: an isolated molecule of C4H10N2O at a distorted geometry (wB97M-V/def2-TZVPD).

## Properties
**Net charge**: 0
**SMILES string**: CNC(=O)N(C)C
**E**: -343.125178 hartree
**LUMO energy**: 0.83 eV
**Frontier orbital gap**: 0.3373 Eh

Each line ends with the Mulliken charge.
Element x y z (Å)
C -0.83 -0.08 -1.64  -0.64
N 0.46 0.74 -1.51  -0.11
C 0.96 0.82 -0.25  0.26
O 1.90 1.45 0.20  -0.65
N 0.13 -0.05 0.50  0.33
C -0.69 0.58 1.48  -1.07
C 0.76 -1.30 0.79  -1.07
H -0.93 -1.06 -1.12  0.21
H -1.69 0.49 -1.26  0.22
H -0.95 -0.29 -2.69  0.35
H 0.90 1.37 -2.21  0.24
H -1.45 -0.14 1.81  0.30
H -1.21 1.44 1.02  0.33
H -0.10 0.93 2.33  0.32
H 1.23 -1.69 -0.12  0.35
H 1.52 -1.19 1.56  0.33
H -0.01 -2.02 1.11  0.32

***

Repeat the sixth record exactly.
Entry from OMol25: an isolated molecule of C4H10N2O at a distorted geometry (wB97M-V/def2-TZVPD).

## Properties
**Net charge**: 0
**SMILES string**: CNC(=O)N(C)C
**E**: -343.125178 hartree
**LUMO energy**: 0.83 eV
**Frontier orbital gap**: 0.3373 Eh

Each line ends with the Mulliken charge.
Element x y z (Å)
C -0.83 -0.08 -1.64  -0.64
N 0.46 0.74 -1.51  -0.11
C 0.96 0.82 -0.25  0.26
O 1.90 1.45 0.20  -0.65
N 0.13 -0.05 0.50  0.33
C -0.69 0.58 1.48  -1.07
C 0.76 -1.30 0.79  -1.07
H -0.93 -1.06 -1.12  0.21
H -1.69 0.49 -1.26  0.22
H -0.95 -0.29 -2.69  0.35
H 0.90 1.37 -2.21  0.24
H -1.45 -0.14 1.81  0.30
H -1.21 1.44 1.02  0.33
H -0.10 0.93 2.33  0.32
H 1.23 -1.69 -0.12  0.35
H 1.52 -1.19 1.56  0.33
H -0.01 -2.02 1.11  0.32

***

- Which value of net charge does entry 5 give?
  -1

***

- What is the net charge in the third record?
  -2